# C3H8NO

2 unconnected molecules or ions with the total composition C3H8NO (wB97M-V/def2-TZVPD, the OMol25 dataset).

Geometry as XYZ:
```
13
Properties=species:S:1:pos:R:3
C -1.41278 0.82853 0.24695
C -0.96750 0.11001 1.26915
O -0.72592 0.66881 2.49597
H -1.74344 0.35262 -0.66316
H -1.55250 1.89290 0.36820
H -0.91220 -0.97877 1.22402
H 0.21367 0.84435 2.64229
C 1.26801 -0.74996 -0.65022
N 1.10085 -0.49541 -1.88859
H 1.77418 -0.01341 -0.04453
H 0.91604 -1.69623 -0.26149
H 0.64066 -1.16773 -2.49143
H 1.40095 0.40429 -2.24713
```

Values from the calculation:
- LUMO energy: -5.700 eV
- Molar mass: 74.10 g/mol
- Net charge: +1
- Energy: -248.77087 a.u.
- HOMO level: -13.726 eV
- Relative energy (zero: lowest compared OMol25 entry of this formula, charge and spin): 170.73 kJ/mol

Löwdin charges, unit e, in atom order: 0.032 -0.305 0.000 0.060 0.080 0.107 0.109 0.135 0.205 0.126 0.125 0.163 0.163